This record from the Open Molecules 2025 dataset describes 2 unconnected molecules or ions with the total composition C29H44B2BrClN3O8 at a distorted geometry. The level of theory is ωB97M-V with the def2-TZVPD basis set.

gap between HOMO and LUMO	5.78	eV
total charge	+1
HOMO energy	-10.051	eV
electronic energy	-135551.42390	eV

Element x y z (Å)
Br: -4.9955 -1.1944 -4.9353
Cl: -4.7484 1.8390 -0.2203
O: 0.5943 2.9285 8.5020
O: 0.4303 2.9324 3.9721
O: -6.5758 3.0364 -2.8148
O: 2.4533 1.4879 0.4918
O: -5.1397 2.1870 -4.5453
O: 1.6542 -3.1503 -1.5077
O: -5.9229 0.7056 -2.7484
O: 0.0632 -0.4390 -0.7306
N: 0.2202 5.0145 6.1297
N: 2.5699 -1.3824 -3.0006
N: -0.7485 -2.2477 -3.7342
C: 0.8920 -7.0891 -3.1069
C: -0.9722 2.8228 3.8212
C: -3.9708 0.7782 -1.3506
C: 0.1297 -4.6051 -4.0810
C: -0.6958 -5.3012 -3.1873
C: -0.6788 -0.8636 -1.7850
C: 1.3347 4.1143 8.2678
C: 3.1783 0.5316 1.2681
C: -2.0407 -0.4664 -2.0053
C: 1.0502 1.3289 0.5785
C: 0.4607 0.9613 -0.8105
C: 0.5660 5.2172 7.5376
C: -2.0211 -4.7316 -2.6786
C: 0.4998 2.0498 7.3979
C: 1.7293 -6.4427 -4.0024
C: 1.3364 -5.1984 -4.4764
C: -2.0019 -1.8837 -3.9570
C: -2.6978 -0.9864 -3.1437
C: -4.6313 0.2812 -2.5246
C: 2.1115 -0.3674 -3.9738
C: -0.3203 -6.5562 -2.7005
C: 1.3594 4.7884 5.2492
C: 3.2621 1.0268 2.7277
C: -4.0435 -0.5813 -3.4077
C: -0.0689 -1.7270 -2.6612
C: -0.1360 -3.2125 -4.6635
C: 0.9223 4.2692 3.8904
C: -2.6742 0.4141 -1.0966
C: 3.4632 -2.2885 -3.7569
B: 1.4798 -2.1028 -2.3674
B: -5.8814 1.9822 -3.3736
H: 0.5330 2.1842 1.0441
H: 2.6915 -6.8282 -4.3350
H: 1.5766 4.5029 9.2603
H: 1.1284 6.1522 7.6236
H: 2.7765 -0.4930 1.2017
H: 0.7732 -2.8251 -5.1438
H: 1.3200 1.0009 -1.4989
H: -0.3768 5.3673 8.0693
H: -0.3530 1.6306 -1.1158
H: 0.1977 4.9392 3.4182
H: 1.9845 -4.6571 -5.1732
H: -1.8904 -3.7717 -2.1565
H: 2.3914 0.6187 3.2654
H: 1.4070 2.0505 6.7884
H: -0.3721 2.2948 6.7858
H: -0.8601 -3.3449 -5.4854
H: -2.5204 -2.3037 -4.8207
H: 0.3472 1.0418 7.7856
H: 4.3344 -1.7261 -4.1231
H: -1.3316 3.4091 2.9692
H: -0.9633 -7.0753 -1.9909
H: -2.4258 -5.4283 -1.9286
H: 1.2054 -8.0560 -2.7058
H: 3.8526 -3.1187 -3.1490
H: 0.8586 0.4689 1.2482
H: -0.4120 4.2293 6.0653
H: 4.1858 0.4944 0.8216
H: 2.2969 3.8825 7.7963
H: -5.9058 3.6719 -2.5223
H: 2.9715 -2.7353 -4.6414
H: 3.2221 2.1240 2.7590
H: 2.0553 4.0504 5.6665
H: -1.2086 1.7725 3.6483
H: -1.4978 3.1389 4.7271
H: -4.2420 2.4227 -4.2671
H: 2.5444 -3.5219 -1.5863
H: -2.1688 0.8063 -0.2177
H: 1.5302 -0.8230 -4.7988
H: 2.9848 0.1404 -4.4109
H: -2.7984 -4.6464 -3.4553
H: 1.9014 5.7287 5.1124
H: 1.4768 0.3945 -3.5056
H: 1.8034 4.2334 3.2424
H: 4.1813 0.7241 3.2473

Atomic partial charges in e from the Löwdin method, atoms 1 to 8:
1. Br 0.9350
2. Cl 0.8204
3. O -0.1744
4. O -0.2134
5. O 0.1832
6. O -0.1532
7. O 0.1568
8. O 0.1966